# 1
Density functional theory data (ωB97M-V/def2-TZVPD) for a 5-piece molecular cluster, C54H104N6O9 overall at a distorted geometry.

Summary:
Energy relative to the best compared isomer or geometry (same formula, charge and spin) ... 0.0 kcal/mol
F_max ... 1.58 eV/Å
LUMO energy (alpha / beta) ... 0.62 / 0.15 eV
Orbital gap (alpha / beta) ... 8.7 / 9.1 eV
Total energy ... -3125.39631 a.u.
Expectation value of S² ... 6.02

```
! RIJCOSX wB97M-V def2-TZVPD def2/J DEFGRID3
* xyz 0 5
C 1.012 -0.659 9.064
C 0.257 -1.734 8.271
O 0.839 -1.964 7.002
C 0.138 -1.393 5.904
C 1.128 -0.967 4.820
C 1.187 -1.919 3.612
C 2.609 -2.379 3.255
C 3.432 -1.464 2.326
C 2.684 -0.720 1.208
C 1.999 -1.739 0.328
C 1.027 -1.220 -0.686
N 1.031 -1.714 -1.852
O 1.800 0.298 1.703
C 2.641 1.269 2.180
O 2.452 1.916 3.153
O 3.706 1.358 1.354
C 3.759 0.187 0.528
C 3.656 0.569 -0.944
C 2.595 1.628 -1.247
C 2.142 1.634 -2.707
C 1.347 2.900 -3.051
N 0.177 2.603 -3.920
C 0.263 3.272 -5.186
C 0.639 2.419 -6.361
O 0.053 4.452 -5.311
H 1.805 -0.240 8.453
H 0.367 0.142 9.411
H 1.473 -1.093 9.948
H 0.301 -2.675 8.819
H -0.797 -1.471 8.186
H -0.552 -2.147 5.513
H -0.474 -0.549 6.224
H 2.103 -0.917 5.298
H 0.872 0.044 4.511
H 0.636 -2.816 3.894
H 0.654 -1.496 2.768
H 3.157 -2.472 4.190
H 2.555 -3.387 2.848
H 4.028 -0.776 2.926
H 4.156 -2.088 1.804
H 2.749 -2.316 -0.206
H 1.443 -2.447 0.942
H 0.290 -0.472 -0.393
H 0.285 -1.300 -2.411
H 4.727 -0.291 0.656
H 4.621 1.001 -1.208
H 3.525 -0.321 -1.554
H 1.707 1.506 -0.628
H 3.000 2.608 -0.996
H 2.985 1.482 -3.380
H 1.467 0.798 -2.845
H 0.993 3.353 -2.129
H 2.002 3.612 -3.549
H -0.661 2.964 -3.478
H 1.603 2.728 -6.761
H 0.699 1.367 -6.105
H -0.092 2.548 -7.154
C 6.897 4.356 -9.072
C 5.550 4.351 -8.321
C 5.262 5.738 -7.748
C 6.171 6.092 -6.571
C 6.112 5.017 -5.486
C 6.365 3.600 -6.006
N 5.527 3.338 -7.219
O 4.317 3.050 -6.881
C 7.857 3.387 -6.310
C 6.001 2.589 -4.923
C 4.497 3.968 -9.357
H 6.751 4.761 -10.073
H 7.657 4.977 -8.604
H 7.294 3.347 -9.179
H 4.219 5.789 -7.422
H 5.378 6.478 -8.543
H 7.201 6.236 -6.906
H 5.857 7.048 -6.148
H 6.842 5.234 -4.703
H 5.126 5.051 -5.013
H 8.016 2.424 -6.796
H 8.423 3.388 -5.379
H 8.294 4.161 -6.935
H 4.989 2.733 -4.551
H 6.690 2.703 -4.086
H 6.085 1.568 -5.298
H 4.724 2.991 -9.787
H 4.501 4.705 -10.160
H 3.495 3.934 -8.937
C -5.480 -3.530 0.140
C -4.151 -2.895 0.598
C -3.525 -2.116 -0.556
C -2.978 -3.032 -1.652
C -2.004 -4.062 -1.083
C -2.567 -4.851 0.099
N -3.180 -3.920 1.094
O -2.273 -3.379 1.837
C -3.588 -5.894 -0.387
C -1.445 -5.636 0.771
C -4.507 -1.962 1.751
H -6.273 -2.784 0.188
H -5.464 -3.888 -0.887
H -5.766 -4.358 0.790
H -2.714 -1.484 -0.177
H -4.276 -1.442 -0.975
H -3.791 -3.534 -2.180
H -2.465 -2.427 -2.404
H -1.707 -4.764 -1.866
H -1.092 -3.543 -0.768
H -4.083 -6.370 0.461
H -3.074 -6.671 -0.953
H -4.350 -5.491 -1.048
H -0.608 -4.999 1.049
H -1.080 -6.395 0.080
H -1.805 -6.138 1.671
H -4.985 -2.519 2.559
H -5.208 -1.206 1.396
H -3.637 -1.451 2.156
C -0.820 4.930 12.163
C 0.375 4.156 11.572
C 1.632 5.023 11.612
C 1.592 6.171 10.603
C 1.314 5.656 9.191
C 0.080 4.756 9.094
N 0.116 3.712 10.166
O 0.905 2.746 9.834
C -1.210 5.588 9.179
C 0.056 4.068 7.733
C 0.545 2.919 12.448
H -0.789 4.868 13.251
H -0.819 5.990 11.921
H -1.768 4.503 11.835
H 2.510 4.402 11.410
H 1.756 5.419 12.623
H 0.842 6.913 10.891
H 2.550 6.695 10.614
H 1.186 6.495 8.504
H 2.188 5.097 8.844
H -2.083 4.937 9.236
H -1.309 6.200 8.282
H -1.240 6.273 10.022
H 0.983 3.541 7.522
H -0.090 4.820 6.957
H -0.765 3.353 7.673
H -0.367 2.320 12.442
H 0.743 3.231 13.474
H 1.371 2.290 12.122
C -8.362 -4.945 -5.408
C -7.014 -4.264 -5.099
C -6.492 -3.544 -6.341
C -6.008 -4.508 -7.425
C -4.972 -5.486 -6.870
C -5.429 -6.219 -5.606
N -5.988 -5.243 -4.620
O -5.040 -4.642 -3.985
C -6.459 -7.308 -5.948
C -4.241 -6.936 -4.975
C -7.298 -3.269 -3.978
H -9.164 -4.210 -5.342
H -8.421 -5.365 -6.410
H -8.580 -5.736 -4.690
H -5.668 -2.882 -6.059
H -7.285 -2.906 -6.738
H -6.848 -5.053 -7.862
H -5.564 -3.937 -8.242
H -4.716 -6.230 -7.628
H -4.053 -4.935 -6.648
H -6.875 -7.741 -5.037
H -5.972 -8.108 -6.505
H -7.280 -6.960 -6.567
H -3.402 -6.266 -4.799
H -3.907 -7.728 -5.645
H -4.521 -7.390 -4.023
H -7.701 -3.784 -3.104
H -8.039 -2.546 -4.320
H -6.409 -2.721 -3.674
*
```

Atom charges from the Löwdin analysis, given in e for atoms 1 to 99: -0.062, -0.271, -0.160, -0.214, -0.148, -0.182, -0.166, -0.103, -0.384, -0.082, -0.236, 0.114, 0.077, -0.545, 0.185, 0.094, -0.209, -0.112, -0.195, -0.184, -0.181, 0.015, -0.510, 0.003, 0.092, 0.077, 0.053, 0.065, 0.108, 0.108, 0.119, 0.117, 0.114, 0.103, 0.107, 0.096, 0.111, 0.105, 0.133, 0.125, 0.138, 0.121, 0.126, 0.048, 0.152, 0.123, 0.116, 0.107, 0.121, 0.106, 0.085, 0.118, 0.116, 0.113, 0.070, 0.075, 0.085, -0.034, -0.490, -0.131, -0.170, -0.129, -0.492, -0.088, -0.034, -0.032, -0.044, -0.042, 0.085, 0.061, 0.092, 0.127, 0.126, 0.102, 0.113, 0.125, 0.122, 0.093, 0.087, 0.059, 0.064, 0.088, 0.094, 0.094, 0.087, 0.075, -0.029, -0.487, -0.129, -0.165, -0.126, -0.489, -0.089, -0.031, -0.028, -0.042, -0.044, 0.084, 0.056

=====

# 2
Density functional theory data (ωB97M-V/def2-TZVPD) for one molecule with the formula C2H7N3 at a distorted geometry.

Summary:
Structure (SMILES) ... [H]/N=C(\N)NC
Energy relative to the best compared isomer or geometry (same formula, charge and spin) ... 12.1 kcal/mol
F_max ... 5.11 eV/Å
LUMO energy ... 0.93 eV
Orbital gap ... 9.8 eV
Total energy ... -244.65613 a.u.

```
! RIJCOSX wB97M-V def2-TZVPD def2/J DEFGRID3
* xyz 0 1
H 1.706 1.750 0.000
N 0.627 1.492 -0.073
C 0.740 0.240 -0.020
N 1.806 -0.573 -0.082
N -0.485 -0.558 -0.130
C -1.792 0.005 0.138
H 2.686 -0.148 0.174
H 1.627 -1.489 0.311
H -0.474 -1.149 -0.953
H -2.046 0.799 -0.572
H -2.558 -0.775 0.053
H -1.837 0.406 1.155
*
```

Charges computed using Löwdin, reported in e: 0.088, 0.110, -0.620, 0.113, -0.072, -0.142, 0.096, 0.098, 0.109, 0.069, 0.074, 0.077

=====

# 3
Density functional theory data (ωB97M-V/def2-TZVPD) for C36H42N4O2PReS2 as an isolated structure.

Summary:
Energy relative to the best compared isomer or geometry (same formula, charge and spin) ... 38.9 kcal/mol
F_max ... 0.37 eV/Å
LUMO energy (alpha / beta) ... -10.38 / -9.97 eV
Orbital gap (alpha / beta) ... 4.6 / 5.0 eV
Total energy ... -2981.57121 a.u.
Expectation value of S² ... 1.01

```
! RIJCOSX wB97M-V def2-TZVPD def2/J DEFGRID3
* xyz 3 2
Re 0.002 -0.044 1.340
C 2.835 0.458 2.802
N 1.504 1.109 2.611
C 1.798 2.449 2.027
C 0.876 1.340 3.945
C -0.615 1.348 3.827
C -1.421 1.927 4.792
C -2.801 1.775 4.728
C -3.397 1.016 3.717
C -2.609 0.444 2.744
C -1.208 0.645 2.748
H 3.448 1.085 3.455
H 3.315 0.363 1.832
H 2.722 -0.517 3.252
H 2.470 2.984 2.700
H 0.878 3.018 1.908
H 2.287 2.312 1.068
H 1.255 2.265 4.382
H 1.174 0.526 4.607
H -0.977 2.484 5.608
H -3.421 2.233 5.487
H -4.469 0.874 3.707
H -3.072 -0.167 1.979
O 0.926 -1.794 3.493
N 0.061 -1.860 2.393
C -0.618 -2.959 2.345
C -1.731 -3.353 1.522
C -2.318 -4.557 1.939
C -3.451 -5.055 1.320
C -4.010 -4.344 0.275
C -3.426 -3.154 -0.165
C -2.286 -2.645 0.433
P -1.464 -1.190 -0.298
C -2.739 -0.218 -1.127
C -3.229 0.933 -0.507
C -4.297 1.628 -1.057
C -4.873 1.189 -2.241
C -4.377 0.057 -2.878
C -3.322 -0.649 -2.325
C -0.395 -1.917 -1.579
C -0.284 -1.368 -2.853
C 0.541 -1.964 -3.797
C 1.280 -3.092 -3.466
C 1.200 -3.624 -2.185
C 0.363 -3.043 -1.250
H 0.472 -2.189 4.255
H -0.354 -3.686 3.112
H -1.884 -5.101 2.769
H -3.893 -5.982 1.658
H -4.901 -4.711 -0.216
H -3.888 -2.630 -0.988
H -2.770 1.302 0.402
H -4.677 2.512 -0.563
H -5.707 1.728 -2.670
H -4.822 -0.284 -3.804
H -2.961 -1.539 -2.825
H -0.852 -0.490 -3.129
H 0.579 -1.563 -4.802
H 1.904 -3.572 -4.211
H 1.774 -4.503 -1.924
H 0.292 -3.492 -0.267
O 0.159 1.466 0.091
S 0.154 1.752 -1.467
C -1.037 3.118 -1.604
C -0.321 4.201 -2.404
C 1.089 4.269 -1.829
C 1.590 2.830 -1.764
H -1.234 3.433 -0.578
H -1.950 2.734 -2.055
H -0.862 5.142 -2.317
H -0.293 3.940 -3.464
H 1.076 4.714 -0.832
H 1.755 4.868 -2.449
H 2.316 2.597 -0.990
H 1.990 2.472 -2.715
C 5.713 0.740 -0.428
N 5.180 0.160 -1.651
C 5.917 -0.049 -2.808
C 5.096 -0.615 -3.712
N 3.865 -0.734 -3.095
C 3.915 -0.265 -1.834
S 2.620 -0.248 -0.724
H 6.752 0.439 -0.321
H 5.141 0.364 0.415
H 5.655 1.827 -0.461
H 6.957 0.219 -2.874
H 5.277 -0.939 -4.721
H 3.041 -1.182 -3.466
*
```

Charges computed using Löwdin, reported in e: 1.429, -0.068, -0.335, -0.067, -0.133, -0.193, 0.007, 0.009, -0.031, -0.087, -0.260, 0.114, 0.018, 0.075, 0.113, 0.100, 0.056, 0.145, 0.136, 0.137, 0.133, 0.127, 0.088, -0.031, -0.163, -0.029, -0.207, 0.016, -0.007, 0.007, -0.027, -0.265, 1.011, -0.368, -0.129, -0.054, -0.028, -0.030, -0.099, -0.373, -0.126, -0.067, -0.064, -0.045, -0.098, 0.134, 0.156, 0.132, 0.133, 0.133, 0.104, 0.077, 0.124, 0.126, 0.126, 0.117, 0.086, 0.122, 0.124, 0.124, 0.101, -0.749, 1.046, -0.277, -0.199, -0.194, -0.299, 0.115, 0.087, 0.137, 0.130, 0.126, 0.134, 0.055, 0.108, 0.002, -0.109, -0.016, -0.032, 0.086, -0.722, 0.651, 0.108, 0.059, 0.104, 0.140, 0.133, 0.119

=====

# 4
Density functional theory data (ωB97M-V/def2-TZVPD) for one molecule with the formula C5H8O at a distorted geometry.

Summary:
Energy relative to the best compared isomer or geometry (same formula, charge and spin) ... 97.0 kcal/mol
F_max ... 2.17 eV/Å
LUMO energy (alpha / beta) ... 0.81 / -0.20 eV
Orbital gap (alpha / beta) ... 8.3 / 6.4 eV
Total energy ... -270.40339 a.u.

```
! RIJCOSX wB97M-V def2-TZVPD def2/J DEFGRID3
* xyz 0 1
O -2.712 -0.270 -0.331
C -1.394 -0.094 -0.471
C 1.137 1.696 0.012
C 1.656 0.439 0.169
C 1.019 -0.812 0.160
C -0.433 -0.984 0.169
H -2.894 -1.167 -0.007
H -1.151 0.832 -0.970
H 1.770 2.561 0.187
H 0.102 1.917 -0.213
H 2.730 0.395 0.357
H 1.604 -1.709 0.325
H -0.747 -2.035 0.085
H -0.685 -0.685 1.217
*
```

Charges computed using Löwdin, reported in e: 0.010, -0.219, 0.017, -0.205, -0.103, -0.230, 0.106, 0.089, 0.048, 0.023, 0.093, 0.096, 0.122, 0.153

=====

# 5
Density functional theory data (ωB97M-V/def2-TZVPD) for C12H17BBeN6O2 as an isolated structure at a distorted geometry.

Summary:
Energy relative to the best compared isomer or geometry (same formula, charge and spin) ... 0.0 kcal/mol
F_max ... 4.00 eV/Å
LUMO energy (alpha / beta) ... -11.81 / -11.54 eV
Orbital gap (alpha / beta) ... 3.4 / 3.7 eV
Total energy ... -985.53103 a.u.

```
! RIJCOSX wB97M-V def2-TZVPD def2/J DEFGRID3
* xyz 2 1
C 3.012 0.152 0.296
N 1.733 0.056 -0.129
N 1.800 -0.061 -1.515
C 3.080 -0.189 -1.912
C 3.907 -0.063 -0.794
B 0.539 0.013 -2.359
N -0.462 -1.095 -2.023
N -1.049 -1.212 -0.786
C -2.004 -2.143 -0.899
C -1.948 -2.740 -2.203
C -0.956 -2.029 -2.875
Be 0.034 0.279 0.486
N -0.154 1.335 -1.990
N -0.548 1.512 -0.690
C -1.123 2.734 -0.614
C -1.096 3.341 -1.886
C -0.469 2.414 -2.730
H -1.539 3.182 0.266
H -0.241 2.473 -3.784
H -1.465 4.306 -2.178
H 0.822 0.006 -3.529
H -0.547 -2.138 -3.869
H 3.299 -0.386 -2.951
H -2.471 -3.584 -2.622
H 4.976 -0.183 -0.824
H -2.736 -2.507 -0.207
H 3.412 0.298 1.276
H -1.909 -0.842 2.275
C -2.082 -1.621 3.020
H -2.932 -2.238 2.688
H -1.168 -2.225 3.107
H -2.311 -1.129 3.974
C 0.247 0.874 4.259
C 0.547 0.229 2.931
O 1.491 -0.558 2.845
O -0.280 0.576 1.969
H 0.994 0.555 5.000
H -0.721 0.635 4.723
H 0.318 1.972 4.253
*
```

Charges computed using Löwdin, reported in e: 0.070, 0.153, 0.072, 0.077, 0.168, -0.498, 0.045, 0.163, 0.033, 0.154, 0.078, 0.297, -0.017, 0.037, -0.020, 0.019, -0.005, 0.136, 0.143, 0.120, 0.147, 0.162, 0.164, 0.154, 0.157, 0.143, 0.148, -0.015, -0.036, 0.026, 0.039, 0.036, 0.014, -0.610, 0.041, -0.076, 0.096, 0.090, 0.095

=====

- Which value of total energy does entry 1 give?
  -3125.39631 a.u.

=====

- Among the records above, which one has the highest F_max?
  C2H7N3

=====

- Which formula does entry 2 have?
  C2H7N3

=====

- What is the F_max in the first record?
  1.58 eV/Å